The following is a quantum chemistry calculation of C30H32N6OSV as an isolated structure, from the OMol25 dataset.

Structure (XYZ):
```
71
Properties=species:S:1:pos:R:3:forces:R:3
V 0.4774 0.4359 -0.2518 2.03 -1.52 -0.79
N 2.9746 1.5139 3.1740 -0.04 0.11 0.07
C 2.2228 1.4308 2.0148 0.08 -0.19 -0.23
S 2.7578 0.3411 0.7932 0.00 -0.09 0.00
N 1.1966 2.2118 1.9298 0.19 0.44 0.65
N 0.4594 2.1100 0.7626 -0.15 1.99 0.45
C -0.2835 3.1581 0.5806 0.40 -0.19 0.33
C -1.2121 3.3670 -0.4872 -0.31 -0.13 -0.51
C -1.9230 4.5739 -0.5553 0.16 -0.11 0.09
C -2.7864 4.8481 -1.5932 -0.09 0.16 -0.01
C -2.9522 3.8984 -2.6047 0.06 -0.08 0.08
C -2.2916 2.6901 -2.5491 -0.09 0.00 -0.11
C -1.4191 2.3743 -1.4854 0.00 0.18 0.27
O -0.8406 1.2175 -1.4309 -0.75 0.70 -0.95
H 3.4911 0.6738 3.3711 0.02 -0.02 0.02
H 2.4729 1.8979 3.9614 -0.01 0.00 -0.04
H -0.1783 3.9544 1.3156 0.00 -0.01 0.02
H -1.7725 5.2970 0.2403 -0.01 0.03 -0.03
H -3.3272 5.7858 -1.6251 0.02 -0.01 0.00
H -3.6125 4.1100 -3.4381 -0.01 -0.01 0.00
H -2.4329 1.9454 -3.3237 0.03 -0.03 0.04
C 4.0413 1.9375 -2.7506 -0.11 -0.10 -0.10
C 4.0631 0.9685 -3.7522 0.01 0.11 0.09
C 3.0089 0.0890 -3.8433 -0.12 -0.10 -0.04
C 1.9598 0.1658 -2.9173 0.34 0.47 -0.07
N 1.9542 1.0934 -1.9427 -0.23 -0.69 -0.23
C 2.9683 1.9545 -1.8834 0.18 0.37 0.06
C 0.8582 -0.7840 -2.9127 -0.51 -0.34 -0.10
C 0.4203 -1.4184 -4.0820 0.16 0.08 0.00
C -0.6529 -2.2749 -4.0400 -0.07 -0.06 0.08
C -1.2710 -2.4957 -2.8047 0.18 0.12 -0.12
C -0.7852 -1.8433 -1.6961 -0.23 -0.46 0.18
N 0.2557 -0.9980 -1.7197 0.45 0.26 -0.55
H 4.8462 2.6492 -2.6332 -0.02 0.03 -0.01
H 4.9000 0.8985 -4.4355 -0.01 0.00 -0.02
H 3.0012 -0.6847 -4.5989 0.02 -0.02 0.03
H 2.9192 2.6978 -1.0970 -0.04 -0.12 0.09
H 0.9093 -1.1935 -5.0208 -0.01 -0.01 0.00
H -1.0163 -2.7515 -4.9412 0.00 0.00 0.00
H -2.1270 -3.1493 -2.7112 0.01 -0.01 0.04
H -1.2355 -2.0048 -0.7245 0.01 0.12 -0.02
C 1.6257 -3.3663 0.1609 -0.05 0.05 0.16
C 1.2109 -3.4755 1.6237 0.17 0.10 -0.01
C 2.3393 -3.0523 2.5744 -0.03 -0.07 -0.18
C -0.1028 -2.8300 2.0673 -0.13 0.35 -0.27
C -0.7730 -3.6571 2.9658 -0.23 -0.06 0.18
C -1.9559 -3.3179 3.5879 0.05 0.00 0.00
C -2.4994 -2.0848 3.2864 -0.13 -0.06 0.03
C -1.8982 -1.2026 2.4040 0.07 0.05 -0.07
C -2.6131 0.1341 2.2610 0.15 0.17 -0.05
C -1.7826 1.2501 2.9080 -0.07 -0.14 -0.11
C -3.0358 0.4944 0.8370 -0.02 -0.10 0.17
C -0.6485 -1.5228 1.7541 -0.43 -0.50 0.65
N -0.1082 -0.5883 0.9195 -0.80 -1.25 0.97
H 2.4901 -4.0140 -0.0164 -0.03 0.01 -0.01
H 1.8990 -2.3520 -0.0946 0.03 0.29 -0.12
H 0.8157 -3.6862 -0.4961 0.01 0.00 -0.04
H 1.0581 -4.5460 1.7974 -0.02 0.03 -0.02
H 2.5002 -1.9812 2.4995 0.06 0.19 0.00
H 3.2727 -3.5584 2.3092 0.01 0.01 0.03
H 2.0819 -3.3055 3.6062 0.01 0.03 -0.03
H -0.3292 -4.6202 3.2018 0.01 0.02 -0.06
H -2.4389 -3.9869 4.2897 0.01 -0.03 -0.02
H -3.4345 -1.7929 3.7549 0.02 0.05 -0.02
H -3.5388 0.0402 2.8391 0.03 -0.03 0.04
H -0.7967 1.2950 2.4499 -0.21 -0.01 0.24
H -1.6601 1.0589 3.9767 0.02 0.01 0.02
H -2.2745 2.2196 2.7832 0.01 0.02 0.00
H -2.1695 0.6153 0.2013 -0.05 -0.01 -0.10
H -3.6014 1.4307 0.8420 -0.01 0.00 -0.02
H -3.6709 -0.2889 0.4143 -0.01 0.00 -0.02
```
Forces are in eV/Å.

HOMO energy (spin up / spin down)	-2.7 / -2.5	eV
HOMO-LUMO gap (spin up / spin down)	0.1978 / 0.1854	Eh
F_max	2.657	eV/Å
total charge	-1
LUMO (spin up / spin down)	2.679 / 2.547	eV

Mulliken population analysis, charges in e, atoms 1 to 6: V -0.319; N -0.559; C 0.394; S -0.466; N -1.295; N 1.501

---

The following is a quantum chemistry calculation of a 2-piece molecular cluster, C17H29Cl4N3O6S3 overall, from the OMol25 dataset.

Structure (XYZ):
```
62
Properties=species:S:1:pos:R:3:forces:R:3
C -5.6463 0.2550 2.5895 1.03 0.51 0.11
C -4.5142 1.3845 2.6026 -1.11 -0.13 -0.28
C -4.2907 1.9871 1.1460 -0.41 1.24 1.60
N -2.8942 1.8690 0.6786 -0.03 -0.84 -0.76
C -2.7276 0.9210 -0.3885 -1.50 1.00 -1.49
O -3.4858 1.3455 -1.5353 0.59 0.02 0.35
O -3.4533 -0.2995 -0.0356 2.04 -1.06 1.62
S -2.3669 -1.1765 0.8493 2.99 -2.53 3.47
O -2.5227 -2.6422 0.8891 -0.67 3.25 -2.03
O -2.0473 -0.7338 2.2246 -1.49 0.61 -2.98
O -1.0496 -0.7194 -0.0333 -1.94 -0.92 -0.41
C -1.2337 0.5085 -0.7710 1.30 2.06 1.62
C -0.1230 1.4410 -0.0897 0.22 -0.36 0.40
C 1.1808 0.5446 0.0959 0.49 1.12 -0.25
C 2.5133 1.4353 0.0677 -1.18 -0.99 -0.43
S 3.7287 0.6783 -1.1251 0.94 -0.28 0.80
C 4.4423 -0.7847 -0.2774 0.17 -0.55 1.55
S 3.6232 -1.5370 0.9826 0.53 0.96 -1.04
N 5.7320 -1.2856 -0.6681 -2.81 0.96 -0.88
C 5.8591 -2.7342 -0.4115 1.40 -1.33 0.09
C 7.0900 -3.4099 -1.1648 -0.85 -0.63 0.18
O 7.2536 -2.9620 -2.5134 0.57 0.81 1.19
C 7.4682 -1.5388 -2.3840 -1.07 -0.26 0.05
C 6.0578 -0.9219 -2.0643 1.53 -0.41 -0.86
C -0.8341 0.5618 -2.2855 -0.43 -1.44 -0.86
C -1.0261 -0.7656 -3.0775 -0.76 -0.47 -1.26
C -1.4924 -0.6301 -4.5872 1.39 0.28 0.33
N -0.8023 -1.9404 -2.6221 -0.11 1.30 0.07
H -5.3438 -0.5545 3.2959 -0.58 0.58 -0.45
H -6.6024 0.7481 2.9004 0.66 -0.83 -0.35
H -5.7307 -0.1923 1.5660 -0.09 0.35 0.91
H -4.9185 2.1918 3.2699 0.53 -0.57 -0.67
H -3.5685 1.0391 3.0738 -0.60 0.12 -0.68
H -4.4897 3.0886 1.2596 0.19 -0.94 -0.36
H -5.0608 1.6135 0.4348 0.77 0.09 0.36
H -2.5063 2.7783 0.4465 0.07 -0.38 -0.13
H -3.9532 0.5865 -1.9085 0.18 0.00 0.01
H -0.4283 1.7932 0.9223 -0.02 -0.30 -0.77
H 0.0908 2.3441 -0.7236 -0.28 -0.83 0.42
H 1.1388 0.0087 1.0662 -0.10 0.16 -0.95
H 1.2896 -0.1650 -0.7650 -0.33 0.35 1.03
H 2.2138 2.3999 -0.4226 0.85 -0.68 0.45
H 2.9569 1.5873 1.0742 -0.18 -0.06 -0.81
H 4.9569 -3.3298 -0.7073 0.45 0.88 0.23
H 6.0497 -2.9143 0.6777 -0.42 0.26 -0.95
H 8.0493 -3.2881 -0.5959 -0.74 -0.02 -0.43
H 6.8262 -4.4984 -1.2322 0.44 0.92 0.19
H 8.1179 -1.3535 -1.4853 -0.20 0.08 -1.00
H 7.9160 -1.1765 -3.3335 -0.37 -0.11 0.71
H 5.3198 -1.4201 -2.7461 0.56 0.70 0.26
H 6.1347 0.1789 -2.2395 -0.48 -0.84 0.48
H -1.4156 1.3454 -2.8366 0.31 -0.62 0.92
H 0.2405 0.8574 -2.4206 -0.86 -0.39 0.44
H -0.6078 -0.9766 -5.1915 -0.83 0.31 0.42
H -1.6598 0.4321 -4.8840 -0.26 -0.89 0.18
H -2.3313 -1.3134 -4.8412 0.38 0.68 0.34
H -1.0124 -2.6189 -3.3606 0.11 0.03 0.22
C -5.2217 2.3916 6.7234 0.04 -0.05 0.01
Cl -4.8328 0.6925 7.0439 -0.05 0.21 -0.07
Cl -5.4376 3.2501 8.2598 0.01 -0.09 -0.17
Cl -3.8982 3.1373 5.8097 -0.12 -0.05 0.16
Cl -6.7195 2.4868 5.7779 0.14 0.00 0.09
```
Forces are in eV/Å.

HOMO energy	-8.3	eV
HOMO-LUMO gap	0.3138	Eh
F_max	5.231	eV/Å
structure (SMILES)	[H]/N=C(\C)C[C@]1(CCCSC(=S)N2CCOCC2)OS(=O)(=O)O[C@@]1(O)NCCC.ClC(Cl)(Cl)Cl
LUMO	0.227	eV

Mulliken population analysis, charges in e, atoms 1 to 6: C -1.186; C 0.041; C -0.806; N -0.107; C -0.014; O -0.574

---

The following is a quantum chemistry calculation of a 2-piece molecular cluster, C9H10ClN overall, from the OMol25 dataset.

Structure (XYZ):
```
21
Properties=species:S:1:pos:R:3:forces:R:3
C 2.4739 1.4143 -0.4009 0.00 -0.02 0.02
C 1.4942 1.7173 -1.3415 0.19 0.01 0.08
C 2.0900 0.9469 0.8504 0.22 0.02 -0.08
C 0.1646 1.5609 -1.0425 -0.25 -0.10 0.07
C 0.7654 0.7639 1.1612 -0.39 -0.05 0.00
C -0.2508 1.0617 0.2184 0.28 0.21 -0.14
C -1.1745 -2.6421 -0.6560 -0.27 -0.58 0.54
C -0.8914 -1.6576 -1.4424 0.09 0.08 -0.17
C -1.6081 0.8866 0.5222 -0.28 0.09 -0.05
N -2.0950 0.2584 1.6411 0.07 -0.14 0.03
Cl -2.8410 1.3606 -0.5792 -0.04 -0.05 -0.05
H 3.5180 1.5388 -0.6364 0.14 0.03 -0.03
H 1.7847 2.0813 -2.3154 -0.01 0.05 -0.11
H 2.8457 0.7259 1.5889 0.06 -0.06 0.10
H -0.5839 1.7966 -1.7819 -0.04 0.03 -0.06
H 0.5055 0.3949 2.1426 0.03 -0.05 0.09
H -0.7678 -3.6533 -0.7574 0.10 0.18 -0.18
H -1.8592 -2.5315 0.1761 -0.11 0.12 0.12
H -0.2635 -1.5026 -2.2925 0.21 0.18 -0.33
H -1.4649 0.1916 2.4227 -0.13 0.01 0.09
H -3.0659 0.4152 1.8600 0.13 0.05 0.09
```
Forces are in eV/Å.

2S+1	3
HOMO energy (spin up / spin down)	-6.2 / -9.2	eV
HOMO-LUMO gap (spin up / spin down)	0.2583 / 0.3352	Eh
F_max	0.843	eV/Å
LUMO (spin up / spin down)	0.821 / -0.068	eV

Mulliken population analysis, charges in e, atoms 1 to 6: C -0.537; C -0.555; C -0.571; C -0.435; C -0.787; C 0.992

---

The following is a quantum chemistry calculation of C22H45CoN2OP3 as an isolated structure, from the OMol25 dataset.

Structure (XYZ):
```
74
Properties=species:S:1:pos:R:3:forces:R:3
Co 0.5216 -0.2206 0.1256 -1.15 0.50 -1.26
P 0.6042 0.2432 -2.1126 -0.15 1.19 -2.00
P -0.5671 1.7369 0.7435 -0.94 0.30 0.30
P -1.3168 -1.5158 0.1214 -1.54 -1.44 1.05
H 2.5953 -2.0991 2.8668 0.20 0.86 -0.63
C 2.0964 -2.1301 1.8878 0.57 -1.63 -0.22
C 2.7726 -2.4060 0.7590 0.76 -0.49 0.95
H 3.8596 -2.1982 0.7610 -0.57 -0.73 0.11
C 1.7395 1.6215 -2.5572 0.13 -0.10 -0.21
C -0.9703 1.0033 -2.7504 0.13 -0.10 0.40
C 0.7983 -0.9650 -3.4592 0.33 -0.28 -0.10
C -1.2025 1.5053 2.4567 0.17 0.36 0.14
C 0.6783 3.0413 0.9321 -0.07 0.09 0.05
C -1.9912 2.5510 -0.0992 -0.14 -0.04 -0.08
C -1.9082 -2.8665 -0.9766 0.29 -0.12 -0.08
C -2.8368 -0.5533 0.1150 -0.28 0.47 -0.24
C -1.4930 -2.1794 1.8436 -0.04 -0.38 -0.42
H 1.0172 -2.0475 1.9881 0.21 -0.76 -0.31
H 2.4259 -2.9440 -0.1319 -0.23 1.12 0.21
H 2.7499 1.2323 -2.6858 -0.06 0.09 -0.12
H 1.7784 2.4063 -1.7925 -0.15 -0.27 -0.14
H 1.4104 2.0877 -3.4965 0.10 -0.22 0.20
H -1.0935 2.0102 -2.3307 0.05 -0.48 -0.27
H -1.8216 0.3597 -2.4902 0.10 0.35 -0.20
H -0.9164 1.1039 -3.8433 0.11 -0.16 0.33
H 1.7980 -1.3776 -3.5450 0.28 0.07 0.07
H 0.5323 -0.4880 -4.4052 0.12 -0.03 0.08
H 0.1403 -1.8208 -3.3259 -0.25 0.04 0.08
H -1.9263 2.3104 2.6477 0.22 -0.30 0.22
H -0.3372 1.5862 3.1279 -0.61 0.19 -0.07
H -1.6754 0.5291 2.6306 0.06 0.52 -0.13
H 0.1575 3.9996 0.9352 0.27 0.09 0.11
H 1.4176 3.0120 0.1278 -0.20 0.12 0.11
H 1.1990 2.8817 1.8782 -0.01 0.19 -0.09
H -2.8571 2.5677 0.5760 0.31 0.23 -0.13
H -2.3184 2.0577 -1.0201 0.12 0.23 0.54
H -1.6658 3.5695 -0.3422 -0.33 -0.13 0.04
H -2.9975 -2.7621 -1.0725 0.40 -0.10 -0.16
H -1.7090 -3.8546 -0.5436 -0.07 0.24 -0.16
H -1.4064 -2.7836 -1.9517 -0.47 -0.12 0.24
H -3.6836 -1.2319 0.2173 0.03 0.01 0.17
H -2.9465 -0.0480 -0.8408 -0.17 0.19 0.10
H -2.8405 0.1553 0.9417 -0.17 0.04 -0.23
H -2.3768 -2.8409 1.8833 0.40 0.24 0.12
H -1.6577 -1.3361 2.5363 0.22 -0.57 -0.23
H -0.5759 -2.7348 2.0916 -0.74 0.05 0.31
C 2.0452 -4.8160 -2.1444 0.69 1.98 -0.66
C 0.8065 -4.1797 -1.5148 -0.43 0.20 0.72
C 0.5167 -4.7543 -0.1906 -0.03 0.36 -0.54
C 0.3830 -6.1356 -0.1308 -0.11 -0.97 -0.82
C 1.2328 -6.8794 -1.0248 0.68 -0.45 0.24
C 2.2247 -6.2366 -1.7929 0.74 -0.14 0.04
O 2.6204 -4.0064 -2.8637 0.16 -2.64 0.84
H 0.0895 -4.4756 -2.3308 0.12 0.47 0.98
H 1.0214 -3.1004 -1.4463 -0.56 -0.53 -0.42
H 0.5929 -4.0758 0.6794 -0.62 -0.67 -0.32
H -0.3137 -6.6705 0.5446 0.90 0.37 -0.05
H 1.3280 -8.0011 -0.9382 -0.28 1.39 0.16
H 3.2070 -6.7039 -2.0028 -0.96 -0.06 -0.40
C 2.6008 0.8726 4.7977 0.21 0.23 0.95
C 2.6626 0.8400 3.3351 -0.21 -0.10 -1.01
C 3.6140 1.1393 2.3659 0.01 -0.01 0.08
C 3.1021 0.7373 1.1250 -1.86 -0.81 1.46
N 1.8261 0.2933 1.3107 2.35 1.03 1.90
N 1.5533 0.4120 2.6795 0.86 -0.36 -1.20
C 3.7605 0.6039 -0.1808 0.55 0.51 -0.52
H 3.4803 0.3958 5.2540 -0.24 0.30 -0.13
H 2.5393 1.9172 5.1273 0.17 -0.21 0.14
H 1.7003 0.3649 5.1735 0.27 0.11 -0.14
H 4.5788 1.5921 2.4928 0.19 -0.06 0.29
H 0.9370 -0.2897 3.1000 0.18 0.66 -0.26
H 3.7037 1.5639 -0.7119 0.02 -0.34 -0.08
H 4.8324 0.4331 -0.0167 -0.26 -0.13 -0.12
H 3.3333 -0.2124 -0.7983 0.23 0.53 0.39
```
Forces are in eV/Å.

2S+1	5
HOMO energy (spin up / spin down)	-16.8 / -17.4	eV
HOMO-LUMO gap (spin up / spin down)	0.2199 / 0.1946	Eh
F_max	3.196	eV/Å
total charge	+3
LUMO (spin up / spin down)	-10.781 / -12.087	eV

Mulliken population analysis, charges in e, atoms 1 to 6: Co -0.208; P 0.701; P 1.461; P 0.639; H 0.211; C 0.075

---

The following is a quantum chemistry calculation of a 14-piece molecular cluster, H28O14 overall, from the OMol25 dataset.

Structure (XYZ):
```
42
Properties=species:S:1:pos:R:3:forces:R:3
H 0.7854 0.0508 0.3805 -2.16 0.56 -0.65
H -0.4727 0.1317 -0.6559 0.39 -0.14 -0.06
H -2.3964 -0.6366 -0.3687 -2.92 1.36 2.85
H -2.0915 -0.5359 -1.8716 -0.02 0.57 0.87
H 4.7291 -1.3465 1.3709 0.27 0.03 0.84
H 3.9460 -0.0053 0.9916 0.68 -1.15 -0.02
H -4.3631 -1.1614 -1.2443 -0.60 -0.06 -0.03
H -5.8334 -0.7628 -1.5404 -1.62 -0.98 -0.11
H 1.7834 2.7468 2.9603 -1.47 1.65 0.55
H 0.5312 2.1550 3.2212 -1.04 0.31 0.22
H -1.7368 -1.9568 3.2320 0.40 0.30 -0.29
H -2.4950 -0.9221 2.3644 0.59 0.73 -0.23
H 3.1867 -0.9883 -2.6339 -0.14 -0.34 -0.78
H 2.4242 -2.1816 -2.4537 -1.77 -3.40 3.60
H -2.5372 3.1601 0.2380 0.06 0.12 -0.36
H -2.0604 2.2185 1.1567 -0.26 -1.87 3.25
H -1.1801 -3.4681 -0.7058 -0.58 0.87 0.73
H -2.1923 -2.4316 -1.2006 0.43 -0.54 0.29
H 2.7516 -4.1034 1.5790 -1.42 1.40 -1.72
H 2.3462 -2.8272 0.7021 1.26 2.09 -0.20
H -0.1297 4.8016 -1.1286 0.27 -0.54 0.45
H -1.1600 3.8064 -0.8434 -3.71 -1.24 -1.01
H 0.9628 0.4792 -2.1328 0.24 0.34 0.32
H 0.4961 1.7264 -1.2119 -0.42 -1.27 -0.41
H 1.6988 2.7916 -1.2651 0.53 0.45 0.40
H 3.2032 2.8481 -1.3945 0.40 0.03 -0.25
H -0.5364 -2.3095 0.9122 -0.52 0.85 0.72
H 0.7365 -1.7949 1.2881 2.39 -0.10 0.00
O -0.1685 0.3240 0.2295 2.97 1.47 2.42
O -1.7591 -0.7875 -0.9820 -0.16 6.44 -6.82
O 4.3159 -0.8620 0.6709 -1.10 1.13 -0.87
O -4.9693 -0.4380 -1.4435 2.16 0.98 0.16
O 0.8678 3.0631 3.2707 2.46 -1.95 -0.80
O -2.5526 -1.7738 2.7674 -1.19 -1.04 0.52
O 2.6898 -1.6720 -3.1301 1.93 3.76 -2.72
O -1.8059 2.5345 0.3449 -1.14 0.85 -2.19
O -1.4888 -2.5142 -0.5525 1.67 -9.95 0.35
O 2.1174 -3.6998 0.8938 0.41 -3.50 1.77
O -0.3181 3.9950 -0.6056 4.78 2.71 -0.34
O 0.3036 1.1669 -1.9972 0.00 1.13 -1.34
O 2.5158 2.8255 -0.7326 -0.51 -0.15 -0.11
O -0.1444 -1.6457 1.5207 -1.55 -1.90 1.01
```
Forces are in eV/Å.

HOMO energy	-8.7	eV
HOMO-LUMO gap	0.3155	Eh
F_max	10.097	eV/Å
LUMO	-0.155	eV

Mulliken population analysis, charges in e, atoms 1 to 6: H 0.175; H 0.571; H 0.295; H 0.297; H 0.305; H 0.326